Record 1
{"formula": "C14H12B2Cl5F4IrN4O4", "method": "ωB97M-V with the def2-TZVPD basis set", "species": ["Ir", "C", "C", "N", "O", "B", "F", "F", "O", "N", "C", "C", "C", "N", "O", "B", "F", "F", "O", "N", "C", "C", "C", "H", "H", "H", "H", "H", "H", "H", "H", "H", "H", "H", "H", "Cl", "C", "C", "C", "Cl", "C", "Cl", "C", "Cl", "C", "Cl"], "coordinates": [[-0.0927, -0.0269, 0.0321], [-1.0666, 1.5414, 3.8110], [-0.5384, 0.7900, 2.6499], [-0.4036, 1.3222, 1.4631], [-0.8421, 2.5449, 1.2192], [-0.6696, 3.0406, -0.2349], [0.6486, 2.8231, -0.6137], [-1.1263, 4.2868, -0.2767], [-1.5826, 2.1991, -1.1591], [-1.2820, 0.9164, -1.2570], [-2.0400, 0.1032, -1.9472], [-3.2008, 0.5634, -2.7434], [-1.6625, -1.3288, -1.8551], [-0.6320, -1.5787, -1.0894], [-0.2949, -2.8252, -0.8116], [0.9135, -2.9903, 0.1409], [1.1336, -4.2937, 0.2663], [1.9510, -2.2019, -0.3384], [0.5158, -2.4665, 1.5411], [0.2616, -1.1728, 1.6221], [-0.1605, -0.6427, 2.7407], [-0.2765, -1.4062, 4.0041], [-2.4150, -2.4065, -2.5359], [-1.0809, 2.6072, 3.6030], [-0.4664, 1.3387, 4.6986], [-2.0886, 1.2169, 4.0293], [-3.4002, 1.6148, -2.5621], [-4.0850, -0.0288, -2.5012], [-2.9965, 0.4175, -3.8082], [-0.0867, -2.4616, 3.8364], [-1.2690, -1.2725, 4.4380], [0.4458, -1.0241, 4.7313], [-2.8611, -2.0492, -3.4613], [-3.2222, -2.7601, -1.8857], [-1.7612, -3.2543, -2.7303], [0.8269, 0.0040, -3.2062], [1.9692, 0.4017, -2.0303], [1.6348, 0.3912, -0.5948], [2.7380, 0.7424, 0.3177], [2.5236, 0.7792, 1.9906], [3.9877, 1.0635, -0.1454], [5.2483, 1.4650, 0.9141], [4.2438, 1.0676, -1.5471], [5.7511, 1.4660, -2.0985], [3.2210, 0.7323, -2.4809], [3.5899, 0.7517, -4.1350]], "spin_multiplicity": 1, "lumo_energy_ev": [-10.9, -10.9], "total_charge": 2, "gap_ev": [4.97, 4.99]}



Record 2
{"formula": "C35H24BBrFeN3O3S", "method": "ωB97M-V with the def2-TZVPD basis set", "species": ["Fe", "S", "C", "C", "C", "C", "C", "C", "N", "C", "C", "C", "C", "C", "C", "C", "H", "H", "H", "H", "H", "H", "H", "H", "C", "C", "C", "C", "N", "C", "C", "C", "C", "C", "C", "C", "H", "H", "H", "H", "H", "H", "H", "H", "O", "C", "C", "C", "N", "C", "Br", "C", "H", "H", "H", "H", "O", "B", "O", "C", "C", "C", "C", "C", "C", "H", "H", "H", "H"], "coordinates": [[-0.3858, -0.0119, 0.4465], [4.0383, 0.5761, 1.2282], [3.2266, 0.4636, 2.7473], [3.7453, 0.5724, 4.0347], [2.8893, 0.3806, 5.0988], [1.5391, 0.0831, 4.8850], [1.0225, -0.0110, 3.6090], [1.8749, 0.1938, 2.5229], [1.5021, 0.1462, 1.1794], [2.5383, 0.2349, 0.3991], [2.5841, -0.0650, -1.0344], [3.7595, -0.6784, -1.4800], [3.9136, -1.1168, -2.7826], [2.8767, -0.9406, -3.6744], [1.7081, -0.3300, -3.2503], [1.5182, 0.1024, -1.9390], [4.7946, 0.7854, 4.1944], [3.2682, 0.4508, 6.1105], [0.8920, -0.0740, 5.7394], [-0.0181, -0.2339, 3.4223], [4.5615, -0.8699, -0.7805], [4.8346, -1.6009, -3.0812], [2.9669, -1.2654, -4.7032], [0.9294, -0.1622, -3.9793], [-1.0702, 3.2282, 3.2631], [-2.4515, 3.3344, 3.3116], [-3.2028, 2.5388, 2.4687], [-2.5632, 1.6323, 1.6292], [-1.2293, 1.4656, 1.6484], [-0.5099, 2.2880, 2.4210], [-3.2862, 0.8994, 0.5702], [-4.2602, 1.5734, -0.1689], [-4.8441, 0.9784, -1.2702], [-4.4202, -0.2777, -1.6889], [-3.4708, -0.9546, -0.9530], [-2.9227, -0.4043, 0.2184], [-0.4289, 3.8573, 3.8650], [-2.9319, 4.0406, 3.9766], [-4.2821, 2.6071, 2.4500], [0.5621, 2.1992, 2.3383], [-4.5326, 2.5869, 0.1025], [-5.6072, 1.5092, -1.8273], [-4.8366, -0.7218, -2.5843], [-3.1546, -1.9475, -1.2475], [-2.7466, 1.6018, -3.5538], [-1.7595, 1.6992, -2.6240], [-1.6338, 2.8190, -1.7844], [-0.6144, 2.8236, -0.8687], [0.3267, 1.8673, -0.7800], [0.2476, 0.8281, -1.6386], [-0.0454, -2.3601, -0.3439], [-0.8477, 0.6833, -2.5253], [-3.3354, 2.3595, -3.4747], [-2.3312, 3.6472, -1.8440], [-0.5128, 3.6454, -0.1664], [-0.9590, -0.2069, -3.1278], [-2.8913, -2.7691, 1.1030], [-2.3453, -1.4856, 1.1932], [-1.6894, -1.3220, 2.4132], [-1.6792, -2.5789, 2.9843], [-1.0806, -2.9862, 4.1534], [-1.2362, -4.3277, 4.4989], [-1.9618, -5.2004, 3.6973], [-2.5638, -4.7734, 2.5155], [-2.4033, -3.4487, 2.1832], [-0.5067, -2.3054, 4.7667], [-0.7770, -4.6974, 5.4063], [-2.0565, -6.2371, 3.9937], [-3.1237, -5.4462, 1.8799]], "spin_multiplicity": 2, "lumo_energy_ev": [0.0, 0.0], "e_above_lowest_kcal_mol": 0.0, "gap_ev": [7.06, 6.03]}



Record 3
{"formula": "C5H11NO2", "method": "ωB97M-V with the def2-TZVPD basis set", "species": ["C", "C", "C", "C", "C", "N", "O", "H", "H", "H", "H", "H", "H", "H", "H", "H", "O", "H", "H"], "coordinates": [[0.5423, 0.1195, 2.1095], [0.0302, -0.8399, 1.3274], [-1.2976, -0.6036, 0.5669], [-1.2556, -1.1715, -0.8750], [-0.4412, -0.1340, -1.6362], [0.8046, -0.4736, -2.0831], [-1.0470, 0.8768, -1.9518], [1.3034, -0.0219, 2.8748], [0.0343, 1.0620, 2.2869], [0.5764, -1.7582, 1.1398], [-1.9578, -1.1650, 1.2514], [-1.6688, 0.4185, 0.4464], [-0.7968, -2.1394, -0.9514], [-2.2781, -1.2380, -1.2895], [1.3648, -1.2827, -1.8922], [1.3659, 0.1791, -2.6033], [1.8046, 2.9146, 0.5895], [0.9817, 3.2847, 0.2638], [1.9348, 1.9725, 0.4260]], "spin_multiplicity": 1, "lumo_energy_ev": 0.7, "e_above_lowest_kcal_mol": 34.2, "smiles": "C=CCCC(N)=O.O", "gap_ev": 10.44}